Entry from the Open Molecules 2025 dataset: a molecular structure, C34H48IrN2O3S2 at a distorted geometry (the ωB97M-V functional and the def2-TZVPD basis).

The frontier orbital gap is 6.94 eV. Its multiplicity is 1. As for the maximum force: 5.404 eV/Å. The charge is +3.

CARTESIAN COORDINATES (ANGSTROEM)
Ir 0.49895 1.07341 0.67007
C 0.69302 4.53372 -0.08544
C 1.07754 3.44053 0.86689
C 2.28677 2.72423 0.65445
C 3.20111 3.15674 -0.43998
C 2.63867 1.67003 1.51546
C 3.90176 0.88680 1.25721
C 1.86028 1.43728 2.69536
C 2.38651 0.62855 3.84387
C 0.63934 2.10842 2.86471
C -0.22488 1.78915 4.05588
C 0.28221 3.17012 1.98531
C -0.88639 4.04778 2.30190
H 1.16662 5.47063 0.22528
H -0.38086 4.69665 -0.10234
H 1.02647 4.31344 -1.09629
H 2.81281 2.84067 -1.41117
H 4.20565 2.76784 -0.32226
H 3.25443 4.24572 -0.45662
H 4.76590 1.40743 1.67851
H 4.07607 0.76252 0.19149
H 3.85996 -0.10076 1.70334
H 1.70741 -0.15345 4.16333
H 2.49633 1.30892 4.69349
H 3.35891 0.19145 3.64713
H 0.06047 2.41860 4.90464
H -0.11650 0.75594 4.36865
H -1.27579 1.97110 3.84695
H -0.65801 5.08116 2.04814
H -1.14125 4.00883 3.35603
H -1.77038 3.75290 1.72934
O 0.76732 1.64586 -1.33272
S 0.51274 1.19384 -2.80681
C -1.23377 0.81439 -2.93132
C -2.05893 2.08952 -3.14779
C -2.36183 2.82530 -1.83734
C -3.54921 2.22043 -1.07320
S -3.07244 1.40764 0.48796
O -1.54413 1.25505 0.44069
C -3.72776 -0.23029 0.30449
C -3.04589 -1.24028 0.97623
C -3.58097 -2.51863 0.98550
C -4.78862 -2.77813 0.34913
C -5.46503 -1.75985 -0.30672
C -4.94959 -0.47127 -0.31735
C 1.27638 -0.39419 -3.01001
C 2.10219 -0.90276 -2.02046
C 2.74134 -2.11628 -2.24268
C 2.56046 -2.79156 -3.44194
C 1.75231 -2.25170 -4.43757
C 1.11389 -1.03955 -4.23289
H -1.49471 0.29953 -2.00612
H -1.32117 0.12581 -3.77307
H -2.98538 1.81779 -3.65428
H -1.52941 2.76101 -3.82737
H -2.57550 3.87226 -2.04619
H -1.47135 2.79876 -1.21041
H -4.08449 1.48378 -1.66636
H -4.25687 2.99192 -0.77021
H -2.11171 -1.02900 1.47819
H -3.06271 -3.31377 1.50718
H -5.21822 -3.77033 0.38915
H -6.40682 -1.96040 -0.79906
H -5.52322 0.31831 -0.78278
H 2.24303 -0.36452 -1.09331
H 3.40274 -2.52154 -1.48661
H 3.06304 -3.73480 -3.61299
H 1.63521 -2.76526 -5.38236
H 0.51534 -0.60487 -5.02586
C 2.01858 -2.06454 2.27032
N 1.28838 -2.78503 1.26450
C 1.50304 -4.24263 1.27357
C 0.31747 -4.94971 0.67054
C 0.04013 -4.33713 -0.67843
N -0.12995 -2.88243 -0.55008
C -0.95443 -2.27106 -1.58102
C 0.47403 -2.16440 0.39989
O 0.21031 -0.89505 0.43612
H 1.68217 -2.35549 3.26741
H 1.85971 -1.01108 2.12535
H 3.08434 -2.29113 2.19052
H 1.65402 -4.54616 2.30864
H 2.41985 -4.47589 0.72612
H -0.55408 -4.83724 1.31945
H 0.52297 -6.01374 0.56899
H -0.87716 -4.73480 -1.10964
H 0.85500 -4.54378 -1.37784
H -1.95774 -2.69608 -1.55473
H -0.51275 -2.46211 -2.56100
H -1.01325 -1.20913 -1.40474

=====

Entry from the Open Molecules 2025 dataset: a molecular structure, C34H48N5O2SScSi2 (the ωB97M-V functional and the def2-TZVPD basis).

For the energy relative to the best compared isomer or geometry (same formula, charge and spin), the calculation gives 7.5 kJ/mol. The frontier orbital gap (spin up / spin down) is 5.09 / 3.83 eV. Its multiplicity is 1. As for the maximum force: 0.399 eV/Å. The charge is -2.

CARTESIAN COORDINATES (ANGSTROEM)
Sc 0.06098 -0.04223 -0.07367
C 3.49770 2.65230 0.56028
C 2.12454 2.09273 0.87164
O 1.49438 1.62510 -0.12553
C 1.63910 2.18212 2.16959
C 0.27272 1.93644 2.49101
C -0.29154 2.55563 3.74357
N -0.49923 1.26812 1.68388
N -1.86938 1.38631 1.93579
C -2.51338 1.07574 0.84744
O -1.97008 0.68391 -0.24605
C -3.99699 1.24673 0.87701
C -4.70299 1.31993 2.07522
C -6.08281 1.45660 2.06811
C -6.77389 1.53108 0.86386
C -6.07261 1.46362 -0.33284
C -4.69306 1.31455 -0.32634
H 4.08281 1.88999 0.04421
H 4.02782 2.97778 1.45652
H 3.38231 3.49930 -0.12095
H 2.26172 2.64510 2.92397
H 0.51137 2.94970 4.36723
H -0.87053 1.81738 4.29879
H -0.97688 3.36408 3.48296
H -4.14672 1.26031 3.00158
H -6.62568 1.49694 3.00571
H -7.85347 1.62920 0.85957
H -6.60432 1.51207 -1.27605
H -4.12677 1.23112 -1.24534
N 0.38370 0.88189 -4.44489
C -0.14864 2.10826 -4.07636
C -0.44192 3.24315 -4.80483
C -0.96544 4.33699 -4.10767
C -1.16861 4.26504 -2.73159
C -0.87227 3.11797 -2.00006
C -0.36092 2.01589 -2.68083
N -0.00094 0.77325 -2.23122
C 0.44457 0.09179 -3.30773
C 0.88718 -1.22612 -3.23374
C 1.38165 -2.11377 -4.21040
S 1.75065 -3.63571 -3.44850
C 1.19481 -2.99355 -1.92993
N 0.78892 -1.77970 -1.96480
H 0.51455 0.54452 -5.37929
H -0.27448 3.28776 -5.87535
H -1.21112 5.24576 -4.64428
H -1.57248 5.12734 -2.21328
H -1.03300 3.06504 -0.93207
H 1.66576 -1.91332 -5.22859
H 1.20540 -3.58576 -1.02621
C -2.38608 -1.79497 -2.35420
Si -2.41361 -2.60355 -0.64109
C -2.31085 -4.46555 -1.06022
C -4.21566 -2.38435 -0.08416
C -1.14614 -2.09297 0.57904
Si -1.47540 -2.47714 2.33468
C -0.98917 -1.19876 3.64526
C -0.62117 -4.10441 2.84428
C -3.28072 -2.81113 2.83808
H -3.33160 -2.03025 -2.85563
H -1.57719 -2.17335 -2.98157
H -2.29221 -0.70825 -2.29081
H -3.08002 -4.76106 -1.78263
H -2.43847 -5.07205 -0.15737
H -1.33527 -4.71008 -1.49289
H -4.86149 -2.43026 -0.96672
H -4.39679 -1.42610 0.40498
H -4.53050 -3.17537 0.59903
H -0.23217 -2.66682 0.36395
H -0.02463 -0.73189 3.46057
H -0.96819 -1.67460 4.63255
H -1.74466 -0.40724 3.65447
H 0.45162 -4.09312 2.63402
H -1.06019 -4.92366 2.26474
H -0.75596 -4.32740 3.90784
H -3.94011 -1.97370 2.59593
H -3.29922 -2.94961 3.92483
H -3.69007 -3.71309 2.37645
C 3.31272 -3.05968 1.27318
C 3.04869 -1.58304 1.62929
C 2.56892 -1.50923 3.07816
C 4.38555 -0.82654 1.54370
C 2.04404 -1.00602 0.65321
H 4.05193 -3.51052 1.94975
H 3.68454 -3.14227 0.24795
H 2.38781 -3.63840 1.34515
H 3.32314 -1.91721 3.76332
H 1.64235 -2.06587 3.21462
H 2.37768 -0.46758 3.34796
H 5.13084 -1.25363 2.22805
H 4.23626 0.22239 1.80968
H 4.78391 -0.86895 0.52607
H 2.59532 -0.90721 -0.30613

=====

Entry from the Open Molecules 2025 dataset: a molecular structure, C34H48N6O2P2Pt at a distorted geometry (the ωB97M-V functional and the def2-TZVPD basis).

The frontier orbital gap (spin up / spin down) is 6.64 / 6.72 eV. Its multiplicity is 1. As for the maximum force: 2.049 eV/Å.

CARTESIAN COORDINATES (ANGSTROEM)
Pt -0.20239 0.10681 0.15066
N 0.72442 -1.98248 -2.06549
P -0.77559 -1.78487 -1.23606
C -1.37856 -3.50659 -1.51876
C -1.73343 -4.31347 -0.44497
C -2.22196 -5.59484 -0.66517
C -2.35419 -6.07371 -1.95850
C -1.99722 -5.27161 -3.03622
C -1.51762 -3.99149 -2.82007
C -1.83847 -0.94722 -2.48151
C -3.19822 -1.24034 -2.56111
C -4.00372 -0.60090 -3.49102
C -3.46101 0.35338 -4.33976
C -2.11516 0.67623 -4.23847
C -1.30813 0.03339 -3.31274
C 1.85399 -1.20588 -1.91263
C 3.08470 -1.61872 -2.44085
C 4.17614 -0.78956 -2.30094
C 4.03735 0.41979 -1.62504
C 2.79268 0.74668 -1.12885
N 1.72796 -0.03859 -1.28986
H 0.88946 -2.89427 -2.45966
H -1.62644 -3.93484 0.56484
H -2.50026 -6.22131 0.17248
H -2.74172 -7.06899 -2.13347
H -2.10387 -5.64006 -4.04854
H -1.26926 -3.35298 -3.65969
H -3.63046 -1.97960 -1.89505
H -5.05601 -0.85032 -3.55224
H -4.08637 0.84680 -5.07298
H -1.69172 1.43718 -4.88198
H -0.26328 0.30289 -3.22374
H 3.16673 -2.56901 -2.95327
H 5.13426 -1.07785 -2.71294
H 4.87571 1.08828 -1.49167
H 2.61916 1.66248 -0.57759
N -1.22121 1.64953 -0.52173
P -2.16029 2.32741 0.53212
N -2.62403 1.60213 2.01874
C -3.10546 0.22816 1.86493
C -3.90784 -0.20140 3.10002
C -3.40592 0.54061 4.34405
C -1.89751 0.75183 4.23214
C -1.58604 1.70064 3.06860
N -3.66829 2.62674 -0.14906
C -3.73975 2.52216 -1.61583
C -5.06152 3.09354 -2.10915
C -6.24307 2.26290 -1.58362
C -5.94037 1.70901 -0.18005
C -4.95249 2.61842 0.54536
N -1.58691 3.81799 0.99357
C -2.42926 4.75805 1.72836
C -1.58510 5.58230 2.69450
C -0.52334 6.40424 1.94042
C -0.10968 5.70567 0.63452
C -0.18496 4.19472 0.80970
H -2.25469 -0.45862 1.70952
H -3.71630 0.16509 0.96191
H -3.79224 -1.27891 3.24102
H -4.97130 -0.00386 2.94512
H -3.65056 -0.01983 5.24785
H -3.89167 1.51645 4.41799
H -1.40702 -0.21440 4.07915
H -1.49681 1.17655 5.15349
H -0.59153 1.47412 2.66862
H -1.56514 2.73142 3.42779
H -3.64560 1.48050 -1.94365
H -2.89439 3.06185 -2.04382
H -5.06402 3.11418 -3.20030
H -5.14647 4.12779 -1.76544
H -6.44584 1.43552 -2.26757
H -7.13990 2.88577 -1.55310
H -5.49354 0.71435 -0.26238
H -6.85682 1.61036 0.40524
H -4.79628 2.28947 1.57067
H -5.37130 3.63456 0.58686
H -3.19679 4.19986 2.27032
H -2.94680 5.43585 1.03505
H -1.09225 4.90169 3.39243
H -2.23344 6.23545 3.28051
H 0.35230 6.52624 2.58144
H -0.90376 7.40460 1.72235
H 0.89800 6.00597 0.34328
H -0.78400 5.99026 -0.17688
H 0.43239 3.89517 1.66915
H 0.19054 3.66454 -0.06382
C 2.56388 -1.05338 3.17355
C 1.73130 -0.44633 2.06192
O 1.78740 0.78381 1.86440
O 1.03346 -1.26027 1.35602
H 3.55895 -1.28299 2.79065
H 2.10017 -1.97172 3.52805
H 2.66360 -0.33341 3.98260